No. 1
C3Cl3NS | wB97M-V/def2-TZVPD

The geometry in XYZ format:
```
8
Properties=species:S:1:pos:R:3:forces:R:3:nbo_charge:R:1
C -2.2055 0.2186 0.0409 -2.440 2.857 -3.741 -0.05
C 1.1499 -0.7986 0.1712 -3.187 0.604 0.743 -0.14
C 1.8171 0.3558 0.1322 0.732 1.320 -0.238 -0.11
N -2.7729 0.8583 -0.7986 1.609 -1.765 2.335 -0.34
S -1.4374 -0.6260 1.1542 1.265 -1.141 1.294 0.07
Cl 1.3875 -2.3642 0.1590 1.184 -1.363 -0.268 0.26
Cl 3.4821 0.5280 -0.1544 0.455 0.025 0.009 0.13
Cl 0.9676 1.8343 0.3280 0.382 -0.536 -0.133 0.19
```
Positions in Å, forces in eV/Å.

* lowest unoccupied orbital energy (spin up / spin down): -0.006 / -0.152 hartree
* gap between HOMO and LUMO (spin up / spin down): 8.30 / 4.57 eV
* highest occupied orbital energy (spin up / spin down): -8.5 / -8.7 eV
* charge: 0
* 2S+1: 3

***

No. 2
C48H103FN2O20PS | wB97M-V/def2-TZVPD

The geometry in XYZ format:
```
176
Properties=species:S:1:pos:R:3:forces:R:3:lowdin_charge:R:1
C -2.1110 -5.0755 -6.9557 0.433 -0.135 0.396 -0.10
C -3.5948 -4.4196 -6.5483 2.015 -0.947 -1.405 -0.22
O -3.3129 -3.1921 -5.7881 -1.854 -1.273 1.168 -0.24
C -4.3844 -2.8571 -4.8399 -0.746 1.347 -0.348 -0.18
C -3.8186 -2.2643 -3.3809 -1.101 -1.260 -0.635 -0.10
C -2.5969 -1.1841 -3.5484 -1.311 0.079 -0.067 -0.20
C -3.1431 0.2526 -2.8861 -0.722 -0.410 -0.715 -0.16
C -4.0873 0.9327 -4.0353 -3.239 2.317 -3.263 -0.11
C -3.6013 1.9319 -5.2206 -3.359 -1.399 0.948 -0.02
C -4.6744 2.5183 -6.2575 0.425 -0.447 0.550 -0.10
N -6.1385 2.3078 -6.4090 4.848 -3.165 5.754 0.02
C -6.5394 1.3964 -5.3051 0.679 -0.329 0.392 -0.09
C -5.6991 0.6958 -4.1283 2.461 2.011 -2.042 0.00
C -1.9664 1.1964 -2.2674 -2.074 0.937 2.775 -0.23
C -2.3084 2.8070 -2.1971 0.521 0.412 0.593 -0.12
C -1.9899 3.4557 -0.6880 0.179 0.706 -0.873 -0.17
C -0.5031 3.0895 -0.1139 0.567 0.273 0.332 -0.17
C 0.7163 3.9668 -0.8177 -0.766 0.764 0.936 -0.17
O 2.0071 3.4699 -0.2356 0.518 -2.119 -3.998 -0.12
C 2.7466 2.6637 -1.2196 3.709 -4.846 2.021 -0.15
O 3.5133 1.5815 -0.9129 -5.518 7.458 -1.571 -0.05
N -0.6001 1.0554 -2.8809 -0.133 -0.218 -1.060 0.03
C -0.1137 -0.3936 -3.0640 1.009 -2.244 1.096 -0.39
P 0.7279 -0.3697 -4.7660 0.846 0.570 -2.292 0.95
C 1.3527 -2.0888 -5.3562 0.248 -0.395 -1.309 -0.27
O -0.4933 0.0396 -5.9948 1.211 0.421 1.921 -0.35
C -1.2175 -1.5331 -2.7500 -1.265 2.614 1.715 -0.27
S -0.6485 -3.3150 -2.8162 -3.299 -8.097 0.611 0.92
O -0.9097 -4.0535 -4.1439 2.124 4.025 4.090 -0.30
O -1.3863 -4.1650 -1.7058 3.195 4.743 -3.609 -0.34
F 1.0239 -3.3582 -2.3018 -3.040 0.858 -1.328 -0.25
H -1.7896 -5.9178 -6.1733 -0.760 1.944 -1.720 0.09
H -1.2581 -4.2504 -6.9537 -1.994 -1.592 0.068 0.07
H -2.1035 -5.5568 -8.0240 -0.282 0.900 2.088 0.08
H -4.1527 -5.2584 -5.9534 0.722 1.919 -0.977 0.12
H -4.1017 -4.1498 -7.5691 0.514 -0.483 2.127 0.13
H -5.0334 -1.9914 -5.3384 1.280 -1.685 1.051 0.13
H -5.1188 -3.7563 -4.6822 1.575 1.592 -0.005 0.13
H -3.5663 -3.2120 -2.7466 -0.016 1.946 -0.984 0.12
H -4.7886 -1.7869 -2.8730 2.297 -0.852 -1.063 0.12
H -2.4927 -0.9715 -4.6925 0.469 -0.649 2.123 0.15
H -3.8561 -0.0414 -1.9755 1.663 0.833 -1.945 0.17
H -2.4627 2.2200 -5.3015 -2.621 -0.474 -0.052 0.08
H -4.2155 3.2667 -7.0708 -1.142 -1.877 1.991 0.12
H -7.7041 1.1272 -5.3059 2.837 0.670 0.020 0.12
H -6.2344 0.0153 -3.3324 1.033 1.587 -1.902 0.10
H -1.8487 0.8569 -1.1278 -0.127 0.592 -2.563 0.17
H -1.6085 3.3259 -3.0052 -1.582 -0.821 1.602 0.12
H -3.4210 3.0859 -2.4223 2.183 -0.911 0.109 0.13
H -2.8806 3.2021 0.0591 2.156 0.329 -1.592 0.14
H -2.0184 4.6357 -0.8640 -0.025 -2.533 0.530 0.13
H -0.4567 3.3078 1.0488 -0.064 -0.472 -2.492 0.14
H -0.1917 1.9577 -0.2351 -0.787 2.025 0.287 0.11
H 0.7034 3.9245 -1.9919 0.153 0.008 2.164 0.12
H 0.6465 5.0977 -0.4743 0.063 -2.412 -0.866 0.16
H 2.7537 2.9657 -2.3699 -0.483 -0.148 2.480 0.17
H 0.1561 1.5714 -2.3504 -1.248 -0.529 -0.440 0.15
H -0.6494 1.5334 -3.8275 0.175 -0.727 1.023 0.13
H 0.7559 -0.5121 -2.2533 -1.679 0.077 -1.964 0.16
H 1.9787 -2.6769 -4.5619 -1.524 1.140 -1.322 0.07
H 2.1219 -1.8447 -6.2401 -1.727 -0.182 2.032 0.08
H 0.4927 -2.7027 -5.8653 1.612 0.981 1.365 0.05
H -0.3565 0.9953 -6.2599 0.040 -1.674 0.360 0.05
H -1.4919 -1.4151 -1.5885 0.648 -0.759 -2.425 0.17
C 6.0473 7.1130 1.3824 -0.015 0.051 -0.177 -0.10
O 6.7555 6.4514 0.3395 0.026 -0.219 0.450 -0.20
C 7.8346 5.6553 0.8384 -0.250 -0.233 -0.515 -0.19
C 7.4551 4.1715 0.8887 0.084 0.335 0.578 -0.19
O 6.4240 3.9321 1.8518 -0.202 0.181 -0.562 -0.20
C 5.1397 3.7949 1.2455 0.264 -0.200 0.266 -0.11
H 5.1041 7.4847 0.9727 0.156 -0.037 -0.060 0.09
H 5.8214 6.4418 2.2165 0.081 0.049 -0.058 0.07
H 6.6324 7.9643 1.7418 -0.056 -0.007 0.138 0.09
H 8.1630 6.0123 1.8221 -0.120 -0.104 -0.055 0.13
H 8.6706 5.7785 0.1409 -0.028 -0.027 0.061 0.12
H 8.3282 3.5964 1.2093 0.021 0.017 -0.023 0.12
H 7.1588 3.8052 -0.1007 -0.034 0.126 0.045 0.12
H 5.0602 2.8072 0.7815 -0.096 0.048 -0.049 0.07
H 4.9568 4.5694 0.4977 0.046 0.064 -0.018 0.08
H 4.3831 3.8768 2.0286 0.116 -0.022 0.011 0.09
C 6.3285 5.3329 5.0464 0.086 0.109 -0.044 -0.10
O 6.1079 6.6867 5.4277 -0.414 -0.272 0.172 -0.20
C 4.7600 6.9181 5.8476 0.505 0.373 0.301 -0.19
C 4.6518 6.9580 7.3757 -0.232 -0.608 -0.255 -0.19
O 4.9386 5.6788 7.9496 0.305 0.415 -0.225 -0.21
C 6.2623 5.6081 8.4775 -0.224 -0.121 0.120 -0.11
H 7.4074 5.1659 4.9870 -0.127 0.119 -0.033 0.10
H 5.9088 4.6280 5.7704 -0.008 0.087 -0.012 0.09
H 5.8916 5.1527 4.0601 0.038 -0.173 0.023 0.06
H 4.0827 6.1668 5.4234 0.085 -0.018 0.134 0.12
H 4.4660 7.8963 5.4511 -0.018 -0.031 0.033 0.12
H 3.6218 7.2042 7.6485 -0.035 0.041 -0.023 0.12
H 5.3032 7.7312 7.7983 0.038 -0.079 -0.125 0.13
H 6.3033 6.1450 9.4299 0.158 -0.002 -0.003 0.09
H 6.9993 6.0243 7.7875 -0.024 0.019 -0.014 0.08
H 6.5019 4.5577 8.6560 -0.104 0.105 0.008 0.09
C 9.4339 6.9045 10.0456 -0.129 -0.081 0.145 -0.11
O 9.2344 5.4949 10.0626 0.398 0.175 -0.257 -0.21
C 10.0914 4.8158 9.1400 -0.119 -0.334 0.533 -0.20
C 11.2917 4.1859 9.8548 0.169 0.563 -0.332 -0.19
O 12.1562 5.1884 10.3986 -0.502 -0.201 0.233 -0.20
C 11.9637 5.3648 11.8012 0.214 0.013 -0.202 -0.11
H 8.9512 7.3287 10.9302 -0.002 -0.146 -0.107 0.09
H 10.4951 7.1701 10.0698 -0.068 -0.072 -0.038 0.09
H 8.9669 7.3313 9.1534 0.058 0.118 -0.052 0.08
H 10.4183 5.4902 8.3391 0.057 -0.030 0.149 0.13
H 9.4980 4.0160 8.6831 0.045 0.013 -0.003 0.12
H 11.8792 3.6225 9.1246 -0.029 -0.021 -0.028 0.12
H 10.9661 3.4863 10.6329 -0.080 0.126 -0.036 0.13
H 12.4354 4.5376 12.3401 -0.071 0.010 0.111 0.09
H 10.9051 5.4200 12.0639 0.000 -0.025 -0.035 0.08
H 12.4481 6.2978 12.0967 0.008 -0.102 -0.116 0.09
C -4.1715 -10.3671 -7.6393 0.164 0.075 -0.032 -0.11
O -4.3921 -9.0133 -7.2580 -0.396 -0.257 0.188 -0.20
C -5.7400 -8.7819 -6.8381 0.476 0.324 0.291 -0.20
C -5.8482 -8.7420 -5.3100 -0.249 -0.694 -0.266 -0.20
O -5.5614 -10.0212 -4.7361 0.338 0.494 -0.219 -0.19
C -4.2377 -10.0919 -4.2083 -0.237 -0.112 0.101 -0.10
H -3.0926 -10.5341 -7.6988 -0.135 0.134 -0.005 0.09
H -4.5912 -11.0720 -6.9153 -0.013 0.100 -0.042 0.09
H -4.6084 -10.5473 -8.6257 -0.027 -0.118 0.001 0.09
H -6.4173 -9.5332 -7.2623 0.094 0.023 0.147 0.13
H -6.0340 -7.8037 -7.2346 -0.031 -0.026 0.009 0.12
H -6.8782 -8.4958 -5.0372 -0.031 0.034 -0.028 0.12
H -5.1968 -7.9688 -4.8874 0.075 -0.061 -0.097 0.11
H -4.1967 -9.5550 -3.2558 0.157 0.007 0.007 0.08
H -3.5007 -9.6757 -4.8982 -0.031 0.017 -0.016 0.08
H -3.9981 -11.1423 -4.0297 -0.117 0.107 -0.008 0.09
C 1.8962 2.1659 8.7531 -0.045 0.121 -0.160 -0.11
O 0.7490 3.0078 8.7986 0.182 -0.176 0.428 -0.20
C 0.1101 2.9835 10.0784 -0.042 0.574 -0.285 -0.20
C 0.4747 4.2202 10.9065 0.366 -0.571 0.230 -0.20
O 1.8628 4.2207 11.2545 -0.299 0.170 -0.487 -0.19
C 2.6287 5.0880 10.4197 0.026 -0.127 0.243 -0.11
H 2.4724 2.4211 7.8596 -0.151 0.028 0.083 0.09
H 2.5389 2.2987 9.6287 -0.096 0.008 -0.040 0.09
H 1.5827 1.1206 8.6807 0.080 -0.087 0.060 0.08
H 0.3517 2.0606 10.6198 0.074 0.155 -0.014 0.12
H -0.9702 2.9917 9.8956 0.038 -0.003 0.040 0.12
H -0.0873 4.1931 11.8443 -0.049 -0.016 -0.011 0.12
H 0.2030 5.1425 10.3808 0.046 -0.117 -0.077 0.12
H 2.4601 6.1260 10.7216 0.027 0.086 -0.093 0.09
H 2.3768 4.9654 9.3642 0.022 -0.019 0.030 0.08
H 3.6852 4.8490 10.5589 -0.149 -0.012 0.023 0.09
C -0.0850 -9.6275 -1.5040 -0.142 -0.019 -0.148 -0.11
O -1.4680 -9.8161 -1.2238 0.301 0.158 0.379 -0.20
C -1.7194 -9.9808 0.1750 -0.491 0.274 -0.298 -0.19
C -2.2465 -8.6858 0.8023 0.663 -0.167 0.169 -0.19
O -1.2501 -7.6587 0.7865 -0.373 -0.113 -0.466 -0.19
C -1.4571 -6.7215 -0.2691 0.198 -0.105 0.366 -0.13
H 0.0089 -9.2582 -2.5289 -0.113 -0.093 0.101 0.09
H 0.3756 -8.8987 -0.8303 -0.071 -0.068 0.005 0.08
H 0.4397 -10.5840 -1.4272 0.118 0.031 0.029 0.09
H -0.8213 -10.3346 0.6958 -0.069 0.153 -0.044 0.13
H -2.4894 -10.7542 0.2716 0.044 0.041 0.026 0.12
H -2.4884 -8.8770 1.8515 -0.021 -0.044 -0.004 0.12
H -3.1628 -8.3495 0.3042 0.102 -0.064 -0.080 0.12
H -2.2765 -6.0475 -0.0018 -0.029 0.057 -0.121 0.08
H -1.6810 -7.2168 -1.2163 -0.014 -0.021 0.007 0.08
H -0.5439 -6.1344 -0.3870 -0.119 -0.116 0.121 0.08
C -9.3850 -2.5475 -8.5540 -0.204 -0.018 -0.177 -0.11
O -10.7680 -2.7361 -8.2738 0.381 0.157 0.456 -0.19
C -11.0194 -2.9008 -6.8750 -0.510 0.291 -0.361 -0.19
C -11.5465 -1.6058 -6.2477 0.580 -0.214 0.154 -0.19
O -10.5501 -0.5787 -6.2635 -0.231 -0.071 -0.388 -0.21
C -10.7571 0.3585 -7.3191 0.063 -0.007 0.252 -0.11
H -9.2911 -2.1782 -9.5789 -0.110 -0.100 0.119 0.09
H -8.9244 -1.8187 -7.8803 -0.062 -0.048 0.011 0.08
H -8.8603 -3.5040 -8.4772 0.125 0.008 0.028 0.09
H -10.1213 -3.2546 -6.3542 -0.047 0.139 -0.034 0.12
H -11.7894 -3.6742 -6.7784 0.047 0.051 0.029 0.12
H -11.7884 -1.7970 -5.1985 -0.027 -0.036 -0.004 0.12
H -12.4628 -1.2695 -6.7458 0.132 -0.069 -0.064 0.13
H -11.5765 1.0325 -7.0518 -0.026 0.032 -0.127 0.09
H -10.9810 -0.1368 -8.2663 -0.003 -0.020 0.043 0.09
H -9.8439 0.9456 -7.4370 -0.047 -0.066 0.077 0.08
```
Positions in Å, forces in eV/Å.

* lowest unoccupied orbital energy: -0.136 hartree
* gap between HOMO and LUMO: 6.41 eV
* highest occupied orbital energy: -10.1 eV
* charge: +1

***

No. 3
C23H17ClN7O4PdSSe2 | wB97M-V/def2-TZVPD

The geometry in XYZ format:
```
56
Properties=species:S:1:pos:R:3:forces:R:3:nbo_charge:R:1
Pd -2.6600 1.0764 0.9832 0.084 0.281 -0.046 0.73
O -2.6276 6.5131 -1.5501 0.012 0.046 -0.005 -0.69
C -1.7714 5.8133 -2.2623 0.038 0.007 0.019 0.78
O -1.2233 6.2749 -3.2374 -0.005 -0.009 0.000 -0.61
C -1.4849 4.4110 -1.8198 -0.064 -0.002 -0.019 -0.29
C -0.5715 3.5821 -2.4377 0.132 0.099 0.158 0.18
Cl 0.4872 3.8935 -3.7281 -0.016 -0.077 -0.011 0.09
N -0.5591 2.3844 -1.8100 -0.011 -0.009 -0.055 -0.20
N -1.4491 2.3832 -0.7856 -0.061 0.071 0.045 -0.29
C -2.0036 3.5919 -0.7843 -0.027 -0.105 0.062 0.05
C -3.0722 3.9031 0.2353 0.086 -0.027 -0.119 0.79
O -3.5750 5.0377 0.2429 0.046 0.002 0.070 -0.68
O -3.4023 2.9821 1.0286 -0.220 -0.158 0.025 -0.71
C 0.1693 1.2503 -2.3039 0.000 0.057 0.105 -0.24
C 1.9501 -0.8192 -1.5335 0.067 -0.164 0.123 -0.43
C 1.9348 -1.5898 -2.7978 -0.061 0.067 -0.048 -0.32
C 1.1091 -1.4147 -3.8629 0.060 0.023 0.056 -0.18
C 0.0839 -0.4727 -4.1436 -0.045 0.033 0.002 -0.41
C -0.3318 0.6545 -3.4454 -0.064 -0.115 -0.026 -0.20
H -3.0188 5.9633 -0.7877 -0.036 -0.055 -0.012 0.50
H 2.9289 -0.9207 -1.0704 0.046 -0.062 -0.010 0.25
H 2.6942 -2.3608 -2.8616 -0.019 -0.002 -0.004 0.20
H 1.2524 -2.1434 -4.6571 -0.004 -0.007 0.006 0.20
H -0.4798 -0.6752 -5.0462 0.008 0.001 -0.003 0.20
H -1.2478 1.1106 -3.8155 0.001 0.029 -0.013 0.21
N -0.3475 -1.2197 -0.8942 0.343 -0.045 -0.283 -0.76
C 0.9231 -1.2976 -0.5798 0.061 0.241 -0.175 0.56
S 1.7650 1.0449 -1.6550 -0.026 0.089 -0.150 0.24
N 1.2416 -1.8278 0.6111 0.161 -0.188 0.086 -0.60
C 2.5083 -1.8000 1.2542 -0.079 0.054 -0.031 0.22
C 2.9823 -2.9617 1.8473 0.014 -0.009 -0.018 -0.25
C 4.1963 -2.9439 2.5159 -0.013 0.002 -0.008 -0.20
C 4.9435 -1.7759 2.5727 0.026 -0.029 0.035 -0.22
C 4.4611 -0.6177 1.9813 -0.031 0.054 0.036 -0.19
C 3.2331 -0.6181 1.3389 -0.025 -0.023 0.032 -0.26
H -0.5898 -0.7045 -1.7342 0.023 -0.109 0.019 0.45
H -1.0076 -1.1893 -0.1160 -0.621 -0.025 0.273 0.44
H 0.4789 -2.2215 1.1446 0.024 0.051 0.012 0.41
H 2.3978 -3.8713 1.7820 0.000 0.009 0.006 0.22
H 4.5622 -3.8474 2.9861 -0.001 0.000 -0.002 0.21
H 5.8948 -1.7662 3.0888 0.000 0.001 -0.006 0.21
H 5.0268 0.3029 2.0451 0.003 -0.010 -0.009 0.22
H 2.8141 0.2912 0.9267 0.014 0.029 -0.011 0.24
Se 0.5184 -0.6629 4.2189 0.089 0.083 -0.113 0.77
N -0.4962 -2.1554 4.2990 0.032 0.011 0.004 -0.60
C -1.3359 -2.0939 3.3191 0.081 0.136 -0.071 0.09
C -2.3792 -3.0719 3.0959 -0.067 -0.234 0.149 -0.25
C -3.3212 -2.7919 2.2034 -0.225 0.196 -0.087 -0.15
C -3.3103 -1.5479 1.3873 0.325 -0.137 -0.223 -0.22
N -2.0511 -0.8083 1.3171 -0.023 -0.438 -0.212 -0.67
C -1.2444 -0.9252 2.4219 -0.129 0.078 0.555 0.30
N -0.3269 -0.0586 2.7389 0.097 0.032 -0.091 -0.67
H -2.4050 -3.9597 3.7147 0.037 -0.002 -0.031 0.22
H -4.1578 -3.4654 2.0532 -0.016 0.048 -0.017 0.21
H -3.6077 -1.8050 0.3696 -0.071 0.137 0.031 0.21
Se -4.4982 -0.0590 1.9962 0.045 0.076 0.001 -0.15
```
Positions in Å, forces in eV/Å.

* energy relative to the best compared isomer or geometry (same formula, charge and spin): 184.6 kJ/mol
* lowest unoccupied orbital energy: 0.079 hartree
* gap between HOMO and LUMO: 6.52 eV
* highest occupied orbital energy: -4.4 eV
* charge: -1